No. 1
54
Properties=species:S:1:pos:R:3:forces:R:3 method="wB97M-V/def2-TZVPD" relative_energy_kcal_mol=12.6 orbital_gap_ev=7.0 total_energy_ev=-103907.03127 charge=+1 lumo_energy_ev=-3.92 e_homo_ev=-10.89
C 3.642685 -1.117096 -0.177954 0.1 0.1 -0.1
C -0.713391 -2.851999 -0.379841 -0.1 0.2 0.0
Ge 2.538112 -0.377647 -1.629406 0.2 -0.4 0.1
H 1.559526 5.565247 2.793721 0.0 0.0 0.0
H 4.077306 -0.345196 0.453874 0.0 0.0 0.0
H -2.480057 -1.120072 1.302747 0.0 0.0 0.0
C -0.335002 4.613838 2.453981 0.1 0.1 0.0
H 4.434047 0.341728 -3.150431 0.0 0.0 0.0
C -1.064933 0.216323 3.263568 0.0 0.0 0.1
C 1.125406 2.230656 2.373030 -0.1 0.0 0.0
H 2.841996 3.458061 2.713408 0.0 0.0 0.0
C 1.768868 3.452870 2.579213 0.0 -0.1 0.0
C 3.572802 0.851674 -2.718886 0.0 0.1 0.0
C -1.599967 -1.902091 -0.896181 0.2 -0.1 0.0
H -0.101830 0.151162 3.757795 0.0 0.0 0.0
H -3.535851 -0.269235 0.178976 0.0 0.0 0.0
H -1.763937 0.783028 3.881176 0.0 0.0 0.0
H -1.845799 -5.593489 -2.014577 0.0 0.0 0.0
C -2.571037 -2.293672 -1.807334 0.0 -0.1 0.0
H -3.270955 -1.580390 -2.218102 0.0 0.0 0.0
C -2.662100 -3.617838 -2.208894 0.0 0.0 0.0
Ta 0.603857 -0.047591 0.582699 -0.3 0.8 0.3
H -1.443660 -0.789456 3.099228 0.0 0.0 0.0
C 1.832023 -1.845368 -2.707595 0.0 0.1 -0.1
C -0.260533 2.233694 2.182569 0.0 0.1 0.1
H -0.114330 -4.902166 -0.390001 0.0 0.0 0.0
C -1.781705 -4.560723 -1.700242 0.0 0.0 0.0
H 1.147439 -2.461370 -2.130074 0.0 0.0 0.0
C 1.090191 0.908096 -0.957120 0.0 -0.7 -0.3
C -0.989796 3.417286 2.233339 0.0 -0.1 0.0
H -3.012946 1.241725 2.048294 0.0 0.0 0.0
H -2.064215 3.409875 2.111965 0.0 0.0 0.0
H 3.923203 1.695078 -2.125482 0.0 0.0 0.0
H 3.145005 -1.861951 0.437818 0.0 0.0 0.0
C -2.240394 1.023180 1.308246 -0.1 0.1 0.0
H 2.950049 1.224710 -3.532087 0.0 0.0 0.0
H -0.899876 5.534644 2.497793 0.0 0.0 0.0
H -1.112549 0.144428 -2.404279 0.0 0.0 0.0
S 0.528008 -2.427374 0.817618 -0.1 -0.2 -0.1
C 1.046238 4.628653 2.622712 -0.1 0.1 0.0
H -3.422244 -3.906095 -2.921896 0.0 0.0 0.0
H 1.075918 1.543836 -1.838301 -0.2 0.3 0.3
H 4.451095 -1.632602 -0.704400 0.0 0.0 0.0
C -0.812316 -4.178089 -0.789255 0.0 0.0 0.0
N -0.909595 0.931938 1.955358 0.1 0.0 0.0
H 1.309059 -1.469034 -3.588107 0.0 0.0 0.0
N -1.511245 -0.501559 -0.444007 0.0 -0.2 0.0
C -1.765553 0.423798 -1.583845 0.0 0.0 0.0
H -2.808257 0.375299 -1.899685 0.0 0.0 0.0
S 2.057134 0.718121 2.405329 0.1 -0.1 0.0
H -2.219399 1.845532 0.596983 0.0 0.0 0.0
H -1.529124 1.442754 -1.295951 0.0 0.0 0.0
C -2.531729 -0.278746 0.611701 -0.1 -0.1 0.0
H 2.654357 -2.476387 -3.049204 0.0 0.0 0.0


No. 2
53
Properties=species:S:1:pos:R:3:forces:R:3 method="wB97M-V/def2-TZVPD" orbital_gap_ev=8.1 total_energy_ev=-62443.78099 lumo_energy_ev=0.36 e_homo_ev=-7.77
H 1.956067 -1.163013 3.383753 0.0 0.2 -0.6
C -2.136842 3.175141 0.804855 0.3 0.6 0.6
C -1.439680 -3.496646 0.778729 1.5 -0.3 -0.1
H -2.636389 4.626893 -1.462487 0.2 0.1 0.1
H 1.153432 -2.363131 -2.278121 0.4 0.6 0.2
H 4.319529 -0.927676 2.048612 -0.5 0.2 0.0
H -4.228395 2.018265 -0.448469 1.0 1.0 -0.8
H -1.645676 3.774697 -2.597000 0.0 -0.4 0.1
C -2.435136 -1.449988 0.229805 1.2 1.0 -1.3
C -2.669697 -2.999698 -0.009751 0.9 1.0 0.4
H -3.613726 -3.399585 0.429544 0.7 0.6 -0.4
H 4.841565 -0.752037 -0.585578 -0.1 0.2 0.1
C -1.747961 3.992836 -1.532606 0.4 0.6 -0.2
H -1.206914 3.638848 1.133487 0.1 0.0 0.1
H -3.806576 2.638226 -2.169013 0.2 0.7 1.2
C -3.412101 2.329501 -1.173496 0.0 -2.7 -0.7
C -2.555561 1.085954 -1.454549 -0.1 -1.5 -1.1
H -2.948487 3.887063 0.962876 0.1 0.2 -0.2
H 3.394901 -2.959628 -0.890507 -0.2 0.5 -0.2
C -2.045847 2.798364 -0.643460 -1.2 2.2 0.4
H -0.439100 -1.380946 -0.671860 -0.2 -0.2 2.0
H 1.958190 2.691757 1.310267 0.1 -0.3 0.0
H -1.703380 -4.209232 1.562196 0.3 0.4 0.2
C 3.163350 0.300363 -1.682964 -0.1 -0.5 -0.7
O 1.409716 -4.627075 1.641349 1.4 3.0 -0.7
H -2.946462 -0.997654 1.159586 0.4 -0.6 -2.0
H -0.685991 -3.971604 0.139932 -0.5 -0.3 -0.1
C 2.244544 1.689806 1.628071 0.1 -0.4 -0.1
C 3.087552 -1.965964 -1.209720 0.9 0.5 -2.0
H -2.614146 -3.291639 -1.112139 -0.1 0.6 1.5
C 1.840313 -3.508289 1.341625 -0.8 -0.9 0.1
Lu 1.823134 -0.438541 0.169073 -0.3 -0.2 2.5
O -0.654101 -2.376858 1.362473 -0.8 1.0 -1.4
H -2.404980 -0.938607 -0.769371 -1.7 -0.9 1.6
O -1.271187 1.580574 -0.822800 -2.7 -0.1 -0.6
C 3.884098 -0.784857 -1.078743 -1.0 -0.6 -0.8
C 2.230984 -0.358431 2.697630 0.3 0.9 0.6
H -3.120132 0.242287 -0.986038 1.4 1.1 -0.6
H -2.352299 2.351843 1.480071 0.1 -0.4 -0.2
C 1.905006 -1.628880 -1.954978 0.8 -0.4 -0.4
H 0.468689 1.015329 2.864208 0.3 0.0 -0.2
H -0.549595 -0.193018 0.830738 -0.9 -2.0 -0.2
H 4.324266 1.449121 0.795034 -0.2 0.0 0.1
C -0.874520 -1.241753 0.423967 -1.0 -1.9 0.5
H 3.436342 1.355588 -1.624528 0.0 -0.4 -0.3
C 3.486266 -0.222264 2.028941 -0.1 1.1 0.4
H -0.905882 4.606708 -1.254429 0.5 0.0 0.3
C 1.458585 0.812520 2.454514 0.7 -0.2 -0.3
N 2.229292 -2.409593 1.018339 -1.4 -3.1 1.1
C 3.499073 1.051744 1.372269 -0.7 -0.4 0.8
H -2.264749 0.849081 -2.514803 -0.7 0.2 0.9
H 1.231537 0.334157 -2.851912 0.4 -0.3 0.4
C 1.969082 -0.240057 -2.272620 0.3 0.4 0.0